A molecular structure, C40H43BCl5F5GeKN4O4S2Se, computed with ωB97M-V/def2-TZVPD.

Last column: Mulliken charge in e.
CARTESIAN COORDINATES (ANGSTROEM)
K (-0.649, 0.619, 0.970)  0.848
O (0.214, -6.507, 3.309)  -0.590
C (-0.903, -6.123, 2.542)  -0.939
C (-0.949, -4.635, 2.286)  0.120
C (-1.653, -4.118, 1.207)  -1.093
C (-1.461, -2.790, 0.884)  -0.989
N (-0.714, -1.959, 1.600)  1.299
C (-0.094, -2.433, 2.676)  -0.105
C (-0.203, -3.764, 3.061)  -0.316
C (0.759, -1.475, 3.450)  -0.217
C (1.468, -1.894, 4.578)  -0.667
C (2.272, -0.993, 5.256)  0.651
C (3.019, -1.402, 6.500)  -0.757
O (2.348, -2.380, 7.273)  -0.525
C (2.381, 0.297, 4.755)  -1.093
C (1.664, 0.627, 3.619)  -0.799
N (0.857, -0.223, 2.996)  0.689
H (0.994, -6.189, 2.810)  0.228
H (-1.802, -6.453, 3.070)  0.397
H (-0.881, -6.628, 1.567)  0.295
H (-2.249, -4.752, 0.563)  0.457
H (-1.932, -2.371, -0.001)  0.646
H (0.330, -4.157, 3.909)  0.673
H (1.390, -2.907, 4.939)  0.757
H (3.229, -0.507, 7.100)  0.333
H (3.980, -1.845, 6.226)  0.290
H (1.419, -2.128, 7.332)  0.334
H (3.007, 1.039, 5.234)  0.409
H (1.749, 1.620, 3.191)  0.433
F (-1.147, 4.440, 6.096)  -0.345
C (-1.523, 3.178, 5.817)  0.494
C (-1.667, 2.749, 4.509)  -0.081
F (-1.415, 3.588, 3.492)  -0.331
C (-2.057, 1.451, 4.257)  -0.086
F (-2.144, 1.101, 2.948)  -0.108
C (-2.326, 0.497, 5.249)  0.278
S (-2.809, -1.128, 4.900)  -0.379
C (-2.163, 0.983, 6.556)  0.215
F (-2.385, 0.179, 7.607)  -0.375
C (-1.774, 2.275, 6.841)  0.242
F (-1.637, 2.676, 8.117)  -0.333
Cl (0.840, 2.425, -0.652)  -0.554
Ge (3.166, 1.892, -0.809)  0.425
Cl (3.605, 3.501, -2.351)  -0.476
Cl (3.736, 3.089, 1.058)  -0.469
C (-2.139, 7.618, -4.534)  -1.658
C (-1.466, 7.047, -3.278)  2.074
C (-2.412, 7.250, -2.093)  -2.126
C (-0.178, 7.828, -2.989)  -1.661
C (-1.133, 5.572, -3.505)  0.536
C (-0.183, 5.225, -4.471)  -0.327
C (0.198, 3.911, -4.720)  -1.967
C (-0.414, 2.940, -3.962)  1.186
O (-0.200, 1.579, -3.951)  -0.634
B (-1.008, 1.119, -2.920)  0.880
O (-1.800, 2.127, -2.388)  -0.446
C (-1.367, 3.266, -3.013)  0.137
C (-1.750, 4.564, -2.764)  -0.861
H (-2.398, 8.669, -4.384)  0.441
H (-3.051, 7.067, -4.769)  0.371
H (-1.477, 7.552, -5.399)  0.336
H (-2.576, 8.318, -1.939)  0.433
H (-1.996, 6.839, -1.173)  0.443
H (-3.385, 6.787, -2.263)  0.363
H (-0.414, 8.875, -2.781)  0.449
H (0.511, 7.803, -3.833)  0.329
H (0.341, 7.413, -2.125)  0.387
H (0.299, 6.013, -5.035)  0.330
H (0.967, 3.664, -5.438)  0.447
H (-2.472, 4.770, -1.990)  0.566
C (-0.103, -3.857, -4.239)  -1.252
N (0.127, -2.558, -3.623)  0.295
C (0.978, -2.662, -2.449)  -1.375
C (-0.984, -1.715, -3.590)  -0.297
S (-1.118, -0.555, -2.256)  0.306
N (-1.594, -1.477, -4.822)  0.157
C (-0.773, -1.017, -5.932)  -0.994
C (-2.922, -0.918, -4.806)  -0.870
H (-0.445, -4.590, -3.497)  0.313
H (0.828, -4.224, -4.675)  0.315
H (-0.855, -3.769, -5.019)  0.424
H (1.841, -3.275, -2.708)  0.354
H (0.480, -3.142, -1.597)  0.494
H (1.331, -1.680, -2.142)  0.323
H (0.231, -1.421, -5.827)  0.344
H (-0.703, 0.078, -5.967)  0.166
H (-1.198, -1.371, -6.876)  0.337
H (-3.471, -1.291, -3.944)  0.335
H (-3.452, -1.207, -5.719)  0.322
H (-2.921, 0.182, -4.759)  0.226
Cl (-5.084, -2.273, 1.107)  -0.216
C (-4.282, -0.794, 1.643)  0.536
Cl (-3.829, 0.218, 0.249)  -0.071
H (-3.395, -1.054, 2.214)  -0.738
H (-4.978, -0.234, 2.254)  0.420
Se (1.933, -4.763, 0.759)  -0.475
C (3.718, -4.806, 0.133)  0.069
C (4.225, -3.756, -0.641)  -0.380
C (5.527, -3.760, -1.109)  -0.610
C (6.381, -4.820, -0.823)  -0.409
C (5.895, -5.869, -0.052)  -0.462
C (4.592, -5.859, 0.416)  -0.316
H (3.580, -2.913, -0.856)  0.495
H (5.879, -2.917, -1.695)  0.359
H (7.402, -4.821, -1.185)  0.327
H (6.540, -6.707, 0.194)  0.322
H (4.229, -6.684, 1.018)  0.310

Summary:
gap between HOMO and LUMO (spin up / spin down)	5.39 / 5.40	eV
spin multiplicity	2
relative energy (zero: lowest compared OMol25 entry of this formula, charge and spin)	34.9	kJ/mol
F_max	0.54	eV/Å
lowest unoccupied orbital energy (spin up / spin down)	3.4 / 3.4	eV
total charge	-2
total energy	-293071.51465	eV
E_HOMO (spin up / spin down)	-1.97 / -1.98	eV
<S²>	0.7545



A molecular structure, C8H10N4O at a distorted geometry, computed with ωB97M-V/def2-TZVPD.

Last column: natural (NBO) charge in e.
CARTESIAN COORDINATES (ANGSTROEM)
C (2.621, 1.975, -0.395)  -0.369
C (1.487, 1.235, -0.599)  0.138
C (3.760, 1.215, -0.033)  0.133
C (1.307, -2.577, -0.008)  0.727
C (2.618, -0.816, -0.018)  0.613
C (0.342, -0.932, -0.570)  -0.046
C (-2.113, -0.775, -0.827)  -0.404
C (-1.105, -0.499, 1.397)  -0.416
N (3.763, -0.101, 0.161)  -0.465
N (2.472, -2.070, 0.231)  -0.596
N (1.448, -0.089, -0.444)  -0.368
N (-0.867, -0.448, -0.042)  -0.475
O (0.800, -3.626, 0.066)  -0.535
H (2.643, 2.987, -0.527)  0.232
H (0.524, 1.699, -0.853)  0.233
H (4.800, 1.604, 0.173)  0.216
H (0.264, -1.290, -1.545)  0.205
H (-1.957, -0.644, -2.016)  0.196
H (-2.586, -1.709, -0.797)  0.191
H (-2.954, -0.044, -0.541)  0.201
H (-2.068, 0.070, 1.795)  0.203
H (-1.231, -1.487, 1.921)  0.188
H (-0.316, -0.138, 1.949)  0.199

Summary:
gap between HOMO and LUMO	7.48	eV
spin multiplicity	1
relative energy (zero: lowest compared OMol25 entry of this formula, charge and spin)	214.5	kJ/mol
F_max	4.49	eV/Å
lowest unoccupied orbital energy	-0.3	eV
total energy	-16463.30860	eV
E_HOMO	-7.76	eV



A molecular structure, C5H9NO, computed with ωB97M-V/def2-TZVPD.

Last column: natural (NBO) charge in e.
CARTESIAN COORDINATES (ANGSTROEM)
C (1.876, -0.413, 0.378)  -0.611
C (0.755, 0.396, -0.251)  -0.288
C (-0.211, -0.202, -1.269)  -0.242
N (-1.386, 0.536, -0.765)  -0.490
C (-1.955, -0.188, 0.223)  -0.150
C (-0.333, 0.924, 0.699)  0.557
O (-0.466, 1.880, 1.404)  -0.565
H (1.498, -1.320, 0.862)  0.209
H (2.413, 0.182, 1.124)  0.226
H (2.596, -0.713, -0.391)  0.220
H (1.155, 1.324, -0.676)  0.237
H (0.015, 0.049, -2.307)  0.213
H (-0.306, -1.297, -1.184)  0.173
H (-0.870, -0.216, 1.183)  0.093
H (-2.694, 0.334, 0.832)  0.223
H (-2.087, -1.275, 0.137)  0.194

Summary:
gap between HOMO and LUMO	9.51	eV
spin multiplicity	1
relative energy (zero: lowest compared OMol25 entry of this formula, charge and spin)	427.5	kJ/mol
F_max	0.60	eV/Å
lowest unoccupied orbital energy	0.8	eV
total energy	-8864.78177	eV
E_HOMO	-8.72	eV



C23H27N3O4 in the gas phase, computed with ωB97M-V/def2-TZVPD.

Last column: natural (NBO) charge in e.
CARTESIAN COORDINATES (ANGSTROEM)
C (4.490, 4.108, -1.037)  -0.254
H (3.619, 4.202, -1.694)  0.177
O (4.187, 3.363, 0.118)  -0.507
C (3.782, 2.072, -0.031)  0.407
C (3.643, 1.411, -1.243)  -0.362
C (3.215, 0.094, -1.251)  -0.140
C (2.917, -0.588, -0.082)  -0.157
C (3.082, 0.082, 1.148)  0.345
C (3.502, 1.399, 1.159)  -0.368
H (3.629, 1.949, 2.077)  0.230
O (2.799, -0.640, 2.269)  -0.503
C (2.802, 0.018, 3.514)  -0.252
H (2.479, -0.728, 4.238)  0.204
H (3.804, 0.371, 3.779)  0.177
H (2.103, 0.859, 3.523)  0.184
C (2.427, -1.961, -0.117)  0.129
C (1.467, -2.576, -0.915)  -0.161
C (1.457, -3.910, -0.473)  -0.050
N (2.330, -4.107, 0.496)  -0.264
N (2.902, -2.928, 0.704)  -0.309
H (3.587, -2.812, 1.432)  0.413
H (0.858, -4.723, -0.834)  0.203
C (0.516, -1.950, -1.889)  -0.222
N (-0.735, -1.505, -1.283)  -0.439
C (-1.561, -2.604, -0.812)  -0.222
C (-3.057, -2.254, -0.807)  -0.450
H (-3.219, -1.432, -1.507)  0.223
H (-3.635, -3.112, -1.154)  0.214
C (-3.597, -1.875, 0.574)  -0.057
H (-4.660, -1.606, 0.490)  0.178
O (-2.880, -0.825, 1.194)  -0.532
C (-2.798, 0.316, 0.425)  0.297
C (-1.642, 0.553, -0.309)  -0.051
C (-1.540, 1.716, -1.061)  -0.219
C (-2.580, 2.622, -1.085)  -0.202
C (-3.740, 2.387, -0.364)  -0.299
C (-3.866, 1.230, 0.394)  0.251
O (-4.967, 0.889, 1.123)  -0.494
C (-6.040, 1.794, 1.179)  -0.249
H (-6.779, 1.334, 1.834)  0.200
H (-6.484, 1.955, 0.191)  0.174
H (-5.733, 2.757, 1.601)  0.176
H (-4.540, 3.109, -0.402)  0.216
H (-2.499, 3.527, -1.670)  0.211
H (-0.641, 1.902, -1.630)  0.209
C (-0.525, -0.458, -0.285)  -0.259
H (-0.442, -0.881, 0.727)  0.201
H (0.408, 0.059, -0.518)  0.214
H (-3.501, -2.718, 1.264)  0.185
H (-1.407, -3.436, -1.502)  0.197
H (-1.261, -2.941, 0.193)  0.177
H (0.969, -1.077, -2.363)  0.202
H (0.265, -2.671, -2.673)  0.206
H (3.124, -0.423, -2.194)  0.221
H (3.865, 1.898, -2.179)  0.222
H (5.321, 3.665, -1.595)  0.177
H (4.781, 5.096, -0.682)  0.202

Summary:
gap between HOMO and LUMO	8.60	eV
spin multiplicity	1
relative energy (zero: lowest compared OMol25 entry of this formula, charge and spin)	360.1	kJ/mol
F_max	0.80	eV/Å
lowest unoccupied orbital energy	0.7	eV
total energy	-36947.72435	eV
structure (SMILES)	COc1ccc(-c2[nH]ncc2CN2CCCOc3c(cccc3OC)C2)c(OC)c1
E_HOMO	-7.92	eV



C11H18N4O3 in the gas phase at a distorted geometry, computed with ωB97M-V/def2-TZVPD.

Last column: natural (NBO) charge in e.
CARTESIAN COORDINATES (ANGSTROEM)
O (-0.713, -2.466, -0.547)  -0.605
O (0.676, 1.884, -0.790)  -0.640
N (-2.074, -0.829, -1.195)  -0.593
O (3.293, -1.120, 3.938)  -0.736
C (-0.889, -1.272, -0.756)  0.760
C (-0.104, 0.909, -1.045)  0.805
C (-2.202, 0.277, -1.821)  0.633
N (-3.450, 0.549, -2.326)  -0.605
N (-1.203, 1.187, -1.819)  -0.442
N (0.046, -0.370, -0.549)  -0.462
C (-4.456, -0.571, -2.677)  -0.410
C (-1.133, 2.319, -2.696)  -0.401
C (3.217, -1.021, 1.585)  -0.419
C (1.264, -0.243, 3.106)  -0.409
C (2.484, -0.501, 0.300)  -0.397
C (0.501, 0.158, 1.803)  -0.426
C (2.761, -0.359, 2.823)  0.107
C (0.943, -0.653, 0.569)  -0.049
H (3.462, -0.625, 4.710)  0.471
H (-3.726, 1.485, -2.613)  0.397
H (-5.072, -0.419, -3.582)  0.205
H (-3.917, -1.572, -2.802)  0.243
H (-5.165, -0.686, -1.908)  0.201
H (-0.903, 3.180, -2.100)  0.236
H (-0.362, 2.277, -3.552)  0.218
H (-2.071, 2.537, -3.054)  0.196
H (2.934, -2.013, 1.583)  0.208
H (4.300, -0.875, 1.482)  0.221
H (1.187, 0.410, 3.936)  0.209
H (0.855, -1.215, 3.384)  0.205
H (2.724, 0.513, 0.077)  0.216
H (2.752, -1.037, -0.685)  0.217
H (0.667, 1.275, 1.644)  0.222
H (-0.549, -0.087, 1.967)  0.212
H (3.100, 0.725, 2.752)  0.156
H (0.824, -1.752, 0.858)  0.257

Summary:
gap between HOMO and LUMO	9.83	eV
spin multiplicity	1
relative energy (zero: lowest compared OMol25 entry of this formula, charge and spin)	166.5	kJ/mol
F_max	4.93	eV/Å
lowest unoccupied orbital energy	0.5	eV
total energy	-23801.76873	eV
structure (SMILES)	CNc1nc(=O)n([C@H]2CC[C@H](O)CC2)c(=O)n1C
E_HOMO	-9.37	eV